1.
67
Properties=species:S:1:pos:R:3:forces:R:3:nbo_charge:R:1 method="wB97M-V/def2-TZVPD" e_tot_ha=-2614.1733 total_charge=-1 homo_ev=-5.41
C -2.177 -0.807 2.426 -0.57 0.21 -0.81 -0.62
C -2.577 0.117 1.277 -0.16 -0.66 0.40 -0.51
S -3.301 -0.912 -0.045 0.03 0.43 -0.31 0.22
C -5.005 -0.377 -0.039 -0.38 -0.06 0.69 -0.82
S -6.018 -1.246 1.179 -0.21 -0.91 -0.33 2.30
O -5.847 -2.634 0.898 -0.12 -1.14 -0.83 -0.99
O -5.580 -0.887 2.496 0.19 1.05 0.58 -0.99
N -7.527 -0.814 0.783 1.32 0.86 0.76 -1.22
S -8.178 0.259 1.751 -0.93 -1.20 -1.26 2.54
O -8.497 -0.213 3.035 0.39 -0.46 2.02 -0.95
O -9.260 0.858 1.072 -0.95 1.17 -1.15 -0.98
F -7.125 1.418 1.946 0.49 0.32 0.01 -0.51
H -1.658 -1.639 1.985 0.42 -0.14 0.17 0.22
H -3.088 -1.214 2.844 -0.19 0.04 0.38 0.24
H -1.574 -0.303 3.170 0.18 0.00 0.21 0.19
H -3.317 0.825 1.621 -0.22 0.31 -0.13 0.22
H -1.719 0.633 0.869 0.20 0.21 -0.17 0.19
H -5.451 -0.603 -0.994 -0.12 -0.06 -0.32 0.25
H -5.129 0.674 0.186 0.13 0.34 -0.13 0.23
C 2.304 1.413 -0.620 -0.03 -0.09 0.31 -0.60
C 2.286 0.721 0.735 0.23 0.20 -0.15 -0.39
C 2.090 -0.790 0.591 0.07 0.19 0.41 -0.52
C 0.795 -1.091 -0.013 0.22 -0.24 -0.06 0.31
N -0.199 -1.324 -0.536 0.00 -0.01 -0.06 -0.35
H 1.350 1.292 -1.124 0.01 -0.05 -0.05 0.22
H 2.477 2.478 -0.501 -0.09 0.04 -0.01 0.21
H 3.087 1.011 -1.266 -0.02 -0.02 -0.02 0.20
H 1.491 1.148 1.348 -0.05 -0.14 0.05 0.21
H 3.224 0.906 1.263 0.02 -0.07 0.00 0.21
H 2.155 -1.267 1.570 -0.17 -0.03 -0.07 0.26
H 2.881 -1.220 -0.027 -0.05 0.03 -0.11 0.23
C -0.896 -0.083 -4.752 0.02 0.05 0.06 -0.61
C -1.383 0.427 -3.401 0.10 -0.18 -0.24 -0.39
C -1.231 1.945 -3.246 -0.22 -0.25 0.12 -0.52
C 0.170 2.367 -3.248 -0.14 0.14 0.00 0.33
N 1.269 2.695 -3.210 0.10 0.08 -0.19 -0.39
H 0.174 0.093 -4.883 0.01 0.03 -0.02 0.20
H -1.067 -1.155 -4.835 0.00 -0.01 -0.01 0.22
H -1.425 0.407 -5.573 0.01 0.00 -0.02 0.20
H -0.848 -0.084 -2.600 -0.11 0.06 0.06 0.24
H -2.437 0.176 -3.282 -0.01 0.07 0.13 0.22
H -1.684 2.257 -2.303 0.09 0.07 0.04 0.26
H -1.765 2.467 -4.042 0.09 0.04 -0.05 0.24
C 5.738 5.916 -1.256 0.06 -0.04 -0.03 -0.61
C 5.555 4.681 -2.133 0.08 0.26 0.09 -0.38
C 4.713 3.592 -1.463 0.21 0.13 -0.40 -0.52
C 5.363 3.034 -0.279 -0.18 0.02 -0.02 0.30
N 5.874 2.596 0.650 0.08 -0.04 0.08 -0.35
H 6.286 5.678 -0.343 -0.03 -0.02 0.02 0.21
H 6.301 6.681 -1.790 0.00 0.02 0.01 0.21
H 4.773 6.342 -0.975 0.00 0.00 0.01 0.20
H 6.533 4.281 -2.406 -0.02 -0.07 -0.01 0.20
H 5.060 4.973 -3.060 -0.05 -0.10 -0.01 0.21
H 4.534 2.784 -2.173 -0.07 -0.07 0.07 0.26
H 3.737 3.989 -1.190 0.00 0.01 0.06 0.25
C 1.149 -6.121 3.901 -0.04 0.01 -0.04 -0.61
C 1.272 -5.880 2.401 -0.01 -0.17 0.23 -0.38
C 1.826 -4.492 2.064 -0.01 -0.27 -0.21 -0.51
C 0.922 -3.422 2.481 0.09 -0.08 -0.03 0.29
N 0.205 -2.583 2.793 0.38 -0.17 0.30 -0.32
H 0.440 -5.430 4.358 0.02 0.03 0.00 0.22
H 0.796 -7.134 4.095 0.00 0.00 0.02 0.22
H 2.114 -6.000 4.399 0.00 0.01 0.01 0.20
H 0.298 -6.014 1.929 0.01 0.07 -0.06 0.22
H 1.940 -6.629 1.972 0.03 0.06 -0.07 0.20
H 1.981 -4.414 0.986 -0.05 0.11 -0.01 0.25
H 2.800 -4.349 2.536 -0.03 0.07 0.08 0.24

***

2.
68
Properties=species:S:1:pos:R:3:forces:R:3:nbo_charge:R:1 method="wB97M-V/def2-TZVPD" e_tot_ha=-5804.2566 homo_ev=-7.94
Zn 0.817 1.640 -0.906 -0.06 0.11 -0.06 1.56
C -0.981 2.233 3.244 0.03 0.02 -0.06 -0.70
C -0.127 2.068 2.023 -0.09 0.00 0.15 0.26
N -0.521 2.356 0.846 0.26 0.10 -0.18 -0.27
N -1.775 2.813 0.660 -0.16 0.01 -0.01 -0.44
C -2.203 3.247 -0.570 0.11 0.08 -0.11 0.27
N -3.509 3.594 -0.583 -0.02 -0.02 0.03 -0.78
S -1.221 3.403 -1.884 -0.06 -0.03 0.06 -0.18
C 1.233 1.483 2.118 -0.03 -0.03 -0.06 0.17
C 1.963 1.466 3.295 0.01 -0.04 0.11 -0.23
C 3.188 0.812 3.312 -0.02 0.03 -0.02 -0.15
C 3.633 0.187 2.162 0.02 -0.04 0.04 -0.23
C 2.859 0.292 1.016 -0.08 0.05 -0.02 0.08
N 1.701 0.939 0.993 0.10 0.01 -0.02 -0.51
H -1.956 1.762 3.089 0.01 -0.03 0.02 0.23
H -0.538 1.757 4.113 0.00 0.01 0.00 0.24
H -1.141 3.292 3.466 -0.02 -0.01 0.02 0.24
H -2.418 2.832 1.437 0.05 -0.02 0.06 0.38
H -4.141 3.321 0.151 0.00 -0.05 -0.02 0.39
H -3.904 3.801 -1.484 0.00 0.03 0.01 0.43
H 1.596 1.958 4.184 -0.02 -0.03 -0.01 0.22
H 3.778 0.789 4.218 0.00 -0.01 0.00 0.23
H 4.564 -0.362 2.141 0.00 0.02 -0.02 0.23
H 3.167 -0.159 0.084 0.05 0.05 0.00 0.22
C 2.512 -0.128 -4.063 -0.04 0.03 0.08 -1.09
Ge 3.427 1.296 -3.079 0.04 0.18 -0.05 1.62
C 4.368 2.418 -4.395 0.06 -0.09 -0.05 -1.09
C 4.806 0.505 -1.907 -0.04 -0.02 0.00 -1.09
C 2.193 2.435 -2.095 0.06 -0.06 0.08 -1.57
H 3.180 -0.569 -4.804 -0.01 -0.02 0.01 0.23
H 1.642 0.279 -4.581 0.01 -0.03 0.00 0.24
H 2.160 -0.919 -3.397 -0.01 0.01 -0.02 0.23
H 5.105 1.834 -4.951 -0.01 0.03 0.00 0.22
H 4.884 3.248 -3.909 -0.02 -0.02 0.02 0.22
H 3.654 2.832 -5.109 0.01 0.00 0.02 0.23
H 5.724 0.323 -2.468 -0.02 0.01 0.00 0.23
H 4.477 -0.454 -1.500 0.04 0.00 -0.03 0.21
H 5.039 1.177 -1.078 0.02 -0.02 -0.02 0.22
H 1.628 2.966 -2.869 0.00 0.02 0.05 0.23
H 2.791 3.196 -1.580 -0.02 -0.03 0.01 0.22
C -2.043 -4.184 2.038 0.01 0.12 -0.04 -0.07
N -1.836 -3.810 0.647 0.02 -0.08 -0.06 -0.46
C -3.108 -3.372 0.072 0.06 0.10 0.09 -0.08
N -3.732 -2.281 0.826 -0.08 -0.01 -0.04 -0.47
C -3.887 -2.699 2.214 0.07 0.03 -0.07 -0.07
N -2.644 -3.126 2.849 0.02 -0.02 0.15 -0.47
C -1.719 -2.002 3.001 0.04 0.04 -0.22 -0.52
P -1.207 -1.174 1.391 -0.32 -0.36 0.24 0.65
C -0.809 -2.781 0.505 -0.04 0.17 0.09 -0.51
C -2.955 -1.048 0.717 0.20 -0.04 0.03 -0.51
H -1.081 -4.458 2.478 -0.01 -0.04 0.01 0.19
H -2.701 -5.055 2.070 -0.03 0.01 -0.02 0.20
H -3.795 -4.221 0.081 0.00 -0.01 -0.02 0.19
H -2.945 -3.051 -0.957 -0.01 -0.01 -0.01 0.23
H -4.588 -3.536 2.240 0.00 -0.02 0.00 0.20
H -4.311 -1.873 2.790 -0.02 0.00 0.01 0.18
H -0.815 -2.360 3.502 0.00 0.02 0.06 0.21
H -2.179 -1.254 3.654 0.01 0.01 0.03 0.20
H 0.140 -3.164 0.888 0.02 -0.01 -0.02 0.21
H -0.682 -2.558 -0.554 0.07 -0.04 -0.02 0.25
H -2.883 -0.764 -0.334 -0.07 0.04 -0.01 0.24
H -3.486 -0.254 1.252 -0.01 0.04 -0.02 0.19
B -1.646 -1.476 -3.140 -0.01 -0.05 -0.15 -0.60
C -0.892 -0.539 -2.137 -0.15 -0.03 0.19 0.42
N -0.393 0.133 -1.337 0.11 -0.04 -0.29 -0.78
H -1.438 -1.039 -4.250 -0.04 -0.04 0.02 0.03
H -2.824 -1.421 -2.843 0.02 0.01 0.01 0.01
H -1.194 -2.594 -3.001 -0.01 0.02 0.03 0.01